Record 1
The following is a quantum chemistry calculation of a structure of composition C14H10Cl5CrN in a non-equilibrium geometry, from OMol25.

```
31
Properties=species:S:1:pos:R:3:forces:R:3:lowdin_spin:R:1
C 0.3094 -1.6392 -2.4399 -0.5 -0.8 -0.1 0.021
C -1.0370 -1.5893 -1.9735 0.2 -0.4 0.2 0.040
C -1.0965 -2.2447 -0.7128 0.3 -0.4 -0.5 0.027
C 0.2218 -2.7687 -0.4054 -0.7 -1.2 -1.6 0.029
C 1.0587 -2.4731 -1.5406 -0.9 -0.2 0.3 -0.005
Cr 0.5471 -0.6458 -0.4042 -1.2 0.5 0.5 3.071
C -1.5562 1.6899 -1.9811 -0.4 1.0 -0.7 0.004
C -0.9890 2.3671 -2.9878 2.0 -1.2 1.3 0.031
C 0.1546 2.7102 -3.5865 -0.6 0.4 -0.5 0.003
N 2.2011 -0.4014 -0.2912 3.0 1.2 0.9 -0.315
H -2.0152 -2.4100 -0.1471 0.6 0.2 -0.2 0.001
H -1.8921 -1.1967 -2.5263 0.4 0.1 0.3 0.005
H 0.4855 -3.3961 0.4460 -0.1 0.4 -0.3 0.007
H 2.0680 -2.8319 -1.7084 -0.1 0.4 0.3 0.000
H 0.6533 -1.2078 -3.3768 0.0 -0.2 0.3 0.005
H -2.3088 0.9180 -2.1829 0.7 0.1 0.2 0.001
H 3.1298 -0.0161 -0.5635 -1.0 -0.4 -0.4 0.012
H -1.3640 1.9840 -0.9342 -0.5 0.1 -0.6 0.005
H 0.1711 3.4033 -4.4623 0.1 -0.3 1.1 0.000
H 1.1381 2.2978 -3.2212 -1.3 0.0 -0.7 0.003
Cl -1.4899 -2.0917 2.3695 -0.1 -0.4 0.3 0.003
C -0.6150 -0.6340 2.6510 0.7 1.3 1.0 0.007
C -0.0738 0.0852 1.5888 -0.4 -0.4 -0.9 0.000
C 0.4446 1.3348 1.8563 0.0 0.2 1.5 0.013
Cl 0.9979 2.2815 0.5025 0.0 0.6 0.4 0.026
C 0.5594 1.8460 3.1758 -0.5 -1.0 -0.6 -0.001
Cl 1.2441 3.3837 3.4403 0.2 0.6 0.2 0.000
C 0.1271 1.0582 4.2662 -0.1 -0.6 -1.6 0.009
Cl 0.3433 1.5912 5.8703 0.0 0.2 0.5 0.003
C -0.4659 -0.1964 3.9955 0.3 0.5 -1.1 -0.003
Cl -0.9517 -1.2079 5.2836 -0.2 -0.2 0.5 -0.002
```
Forces are in eV/Å.

## Properties
M ... 421.50 g mol⁻¹
2S+1 ... 4
Expectation value of S² ... 4.03
Electronic energy ... -3939.52500 Ha
Largest force on an atom ... 3.380 eV/A
Kohn-Sham gap (spin up / spin down) ... 0.19571 / 0.27176 hartree
LUMO energy (spin up / spin down) ... 2.7 / 2.7 eV
Charge ... -1
HOMO level (spin up / spin down) ... -2.6 / -4.6 eV

***

Record 2
The following is a quantum chemistry calculation of a structure of composition C12H24Cl2GaN2S in a non-equilibrium geometry, from OMol25.

```
42
Properties=species:S:1:pos:R:3:forces:R:3:lowdin_charge:R:1
Ga -1.1001 -2.5735 -0.9754 -0.9 0.5 2.5 -0.233
Cl -1.7750 -0.3884 -1.0228 -0.2 0.3 0.4 0.099
Cl 0.7989 -2.1991 0.2290 0.4 -0.2 0.2 0.055
C -2.2656 -3.8480 -0.2646 -0.9 -1.8 -0.5 -0.311
H -1.8969 -4.9158 -0.1149 0.0 1.3 -0.2 -0.104
H -3.2760 -3.9955 -0.7591 1.0 0.5 0.4 -0.106
C 0.9619 -1.5533 -3.0301 1.2 1.1 0.6 -0.114
C -0.1199 -2.2961 -2.8911 -1.2 -2.7 -2.5 -0.348
H 1.8483 -1.7906 -2.4319 -0.1 -0.1 -0.5 0.097
C -1.3948 -1.9658 -3.6693 -0.5 1.1 -0.7 -0.262
H -0.0076 -3.3957 -2.6495 0.3 1.3 0.0 0.114
C -1.0592 -1.3031 -5.0302 0.2 -0.1 0.0 -0.207
H -2.0841 -2.8310 -3.8053 0.6 0.5 0.3 0.119
H -1.9356 -1.1438 -3.1246 0.2 -1.1 -0.4 0.014
C -0.1599 -0.0671 -4.8381 0.1 0.1 0.4 -0.193
H -0.5582 -2.0348 -5.6938 -0.2 0.3 0.2 0.107
H -1.9929 -0.9690 -5.5212 0.4 -0.3 0.1 0.104
C 0.9290 -0.2326 -3.7272 0.1 0.7 -0.2 -0.166
H 0.3116 0.2006 -5.8022 -0.2 -0.1 0.4 0.099
H -0.7547 0.7988 -4.5120 -0.1 -0.3 -0.3 0.106
H 1.9047 0.0658 -4.1656 -0.3 -0.5 0.5 0.110
H 0.7295 0.5093 -2.9215 0.1 -0.3 -0.3 0.108
C 2.3229 -0.4008 4.0592 0.0 0.2 0.2 -0.091
C 2.0282 0.9630 3.4567 -0.2 -0.2 -0.3 -0.258
N 1.0849 0.8389 2.3245 0.2 0.4 0.1 -0.019
C 0.7436 2.0080 1.6821 0.1 0.2 -1.0 -0.892
S 1.0014 2.2956 0.0431 -0.1 -0.2 0.9 0.547
N 0.1849 2.9759 2.4808 -0.2 -0.8 0.5 -0.032
C -0.7901 2.5814 3.5258 0.2 0.3 -0.4 -0.245
C -1.0780 3.7714 4.4257 -0.1 -0.2 0.2 -0.103
H 1.4146 -0.8504 4.4719 0.1 0.0 -0.1 0.078
H 3.0415 -0.2704 4.8738 0.0 -0.1 -0.1 0.067
H 2.7559 -1.0795 3.3184 -0.1 0.1 0.1 0.075
H 1.5802 1.6273 4.2030 0.2 -0.1 -0.1 0.093
H 2.9686 1.4299 3.1156 -0.2 0.0 0.0 0.118
H 1.2898 0.0785 1.6799 0.0 0.2 0.0 0.050
H -0.0788 3.7915 1.9530 0.0 0.0 -0.1 0.095
H -1.7249 2.2384 3.0500 0.3 0.0 0.2 0.127
H -0.3731 1.7445 4.0877 -0.2 0.2 -0.1 0.094
H -1.7109 4.5001 3.9117 0.1 0.0 0.1 0.069
H -1.6107 3.4239 5.3158 0.0 0.2 -0.1 0.069
H -0.1532 4.2619 4.7426 -0.1 -0.1 0.0 0.072
```
Forces are in eV/Å.

## Properties
Energy relative to the best compared isomer or geometry (same formula, charge and spin) ... 44.2 kJ/mol
M ... 369.03 g mol⁻¹
Electronic energy ... -3824.54080 Ha
Largest force on an atom ... 3.864 eV/A
Kohn-Sham gap ... 0.19608 hartree
LUMO energy ... 2.7 eV
Charge ... -1
HOMO level ... -2.6 eV

***

Record 3
The following is a quantum chemistry calculation of the molecule CHN3O in a non-equilibrium geometry, from OMol25.

```
6
Properties=species:S:1:pos:R:3:forces:R:3:lowdin_charge:R:1
C -0.6675 0.7955 0.1186 -4.2 3.5 -3.8 -0.219
N 0.6774 0.9581 -0.0783 -0.5 -1.1 2.5 0.038
N 1.1166 -0.2394 0.0522 0.3 1.3 -1.7 0.028
O 0.0810 -1.0393 -0.0195 0.5 -4.4 0.4 -0.115
N -1.1165 -0.4659 -0.0348 2.0 3.7 1.3 0.100
H -1.3852 1.7713 -0.1290 1.9 -3.0 1.3 0.167
```
Forces are in eV/Å.

## Properties
Energy relative to the best compared isomer or geometry (same formula, charge and spin) ... 465.2 kJ/mol
M ... 71.04 g mol⁻¹
Electronic energy ... -278.08035 Ha
Largest force on an atom ... 6.664 eV/A
Kohn-Sham gap ... 0.44099 hartree
LUMO energy ... 0.0 eV
HOMO level ... -12.0 eV

***

largest force on an atom of number 3 (CHN3O)?
6.664 eV/A

***

Which of these has the highest electronic energy?
CHN3O

***

What is the M in the first record?
421.50 g mol⁻¹

***

Which of these has the highest electronic energy?
CHN3O